Below is C4H6O2 as an isolated structure in a non-equilibrium geometry, with properties calculated with the ωB97M-V functional and the def2-TZVPD basis.

XYZ file:
```
12
Properties=species:S:1:pos:R:3:forces:R:3:lowdin_charge:R:1
C -0.134168 -0.780062 0.524722 1.1 0.5 0.0 -0.244
C -1.818978 -0.526404 -0.855951 -1.6 -1.6 -1.1 -0.061
H -0.844568 0.640460 -1.530713 0.3 0.1 0.0 0.076
H -0.370064 -1.822985 0.717298 -0.1 0.2 -0.1 0.127
H 1.698919 -0.502429 -0.795559 -0.4 0.1 0.1 0.112
H 1.789140 0.790256 1.584458 -0.3 0.0 -0.2 0.123
O -0.236090 0.165265 1.552904 0.2 -0.1 -0.6 -0.080
C 0.903031 0.880410 0.940506 -0.2 0.0 0.1 -0.144
H 0.018610 0.580240 -1.267301 -0.4 0.0 -0.1 0.066
O -2.546995 -1.248492 -1.405325 1.6 1.6 1.2 0.080
H 0.675298 1.936776 0.745545 0.0 -0.3 0.1 0.119
C 0.865864 -0.113036 -0.210586 -0.3 -0.6 0.6 -0.174
```
Positions in Å, forces in eV/Å.

Output
* ΔE to the lowest compared entry with this formula, charge and spin: 5.535 eV
* E_LUMO: 0.8 eV
* electronic energy: -8334.926 eV